This record from the Open Molecules 2025 dataset describes a molecular structure, C4H6N2O at a distorted geometry. The level of theory is the ωB97M-V functional and the def2-TZVPD basis.

ORCA input file:
```
! wB97M-V def2-TZVPD RIJCOSX def2/J DEFGRID3
* xyz 0 1
C -1.6742 -0.3848 0.8690
C -0.4727 -0.5839 0.0350
C 0.7738 0.3414 -0.2487
N 1.5632 1.4512 -0.0158
C 0.7971 -0.7190 -1.3627
O -0.5700 -0.9994 -1.2901
N 0.9082 -0.7680 0.5447
H 1.3524 1.9679 0.8273
H 1.7016 2.0430 -0.8245
H 1.5788 -1.3335 -1.8004
H -2.1903 -1.3383 1.0206
H -1.3920 0.0131 1.8451
H -2.3759 0.3102 0.4005
*
```

## Properties
- electronic energy (a.u.) = -340.5777